Model w:
{"formula": "C9H14", "method": "the ωB97M-V functional and the def2-TZVPD basis", "elements": ["H", "H", "C", "H", "H", "C", "C", "H", "H", "C", "H", "H", "C", "H", "C", "C", "C", "C", "H", "H", "H", "H", "H"], "xyz": [[-2.247, -1.951, 2.397], [0.355, 1.837, -1.202], [1.055, 3.873, -0.563], [-2.557, -1.534, 0.002], [-0.919, -3.110, 2.585], [1.244, -1.559, -0.654], [0.356, -1.433, -1.712], [1.434, -1.973, 1.450], [0.709, 1.989, 0.533], [-1.006, -1.459, -1.471], [1.985, 3.799, -1.135], [1.380, 4.337, 0.372], [-1.489, -1.589, -0.185], [2.310, -1.419, -0.731], [0.393, 2.527, -0.362], [-0.615, -1.777, 0.904], [0.737, -1.763, 0.634], [-1.174, -2.099, 2.250], [-0.771, -1.432, 3.034], [-0.685, 2.663, -0.174], [0.389, 4.593, -1.026], [0.826, -1.191, -2.664], [-1.709, -1.329, -2.281]], "smiles": "Cc1ccccc1.CC", "mol_weight_g_mol": 122.21, "homo_energy_ev": -9.062}

***

Model x:
{"formula": "C9H14", "method": "the ωB97M-V functional and the def2-TZVPD basis", "elements": ["C", "H", "C", "H", "H", "H", "C", "H", "H", "H", "H", "H", "C", "C", "H", "C", "C", "C", "H", "C", "H", "H", "H"], "xyz": [[0.612, -2.185, -1.736], [-0.063, 1.803, 1.647], [-1.048, -0.265, -0.770], [-3.183, 0.276, -0.657], [0.806, 2.733, 2.997], [1.409, -2.870, -1.941], [-0.479, -0.155, -2.057], [0.698, -1.013, -3.787], [1.239, 2.703, 1.264], [2.676, 1.082, 1.320], [-2.033, 1.564, -0.848], [2.345, 0.826, 3.139], [0.924, 2.161, 2.028], [0.268, -1.179, -2.700], [-0.543, 0.854, -2.551], [-2.207, 0.627, -0.302], [-0.051, -2.386, -0.546], [1.876, 0.943, 2.096], [-1.665, -1.597, 0.680], [-1.039, -1.428, -0.107], [-2.233, 0.722, 0.794], [0.206, -3.210, 0.176], [1.485, -0.008, 1.859]], "smiles": "Cc1ccccc1.CC", "mol_weight_g_mol": 122.21, "homo_energy_ev": -9.033}

***

Of them, model w has the highest stability.

***

Model w:
{"formula": "C9H14", "method": "the ωB97M-V functional and the def2-TZVPD basis", "elements": ["C", "C", "H", "H", "C", "H", "H", "H", "H", "H", "C", "C", "H", "H", "C", "H", "H", "C", "C", "H", "H", "H", "C"], "xyz": [[0.598, 0.715, 3.506], [0.000, -1.720, -1.291], [0.198, -0.001, 4.222], [-1.792, 1.641, -1.635], [0.758, -0.542, -1.319], [2.592, 0.248, -0.572], [0.890, 2.565, 4.595], [0.565, 1.610, -1.145], [-0.782, 2.234, 4.214], [0.308, 2.820, 2.969], [0.231, 2.151, 3.826], [-1.306, 0.691, -1.442], [0.506, -2.666, -1.150], [2.787, -0.510, -2.068], [2.235, -0.625, -1.124], [-3.120, -0.463, -1.456], [-1.937, -2.626, -1.279], [-1.381, -1.705, -1.344], [0.087, 0.656, -1.331], [2.599, -1.547, -0.686], [1.680, 0.546, 3.523], [0.342, 0.457, 2.483], [-2.042, -0.477, -1.421]], "smiles": "Cc1ccccc1.CC", "mol_weight_g_mol": 122.21, "homo_energy_ev": -9.052}

***

Model x:
{"formula": "C9H14", "method": "the ωB97M-V functional and the def2-TZVPD basis", "elements": ["H", "H", "C", "H", "C", "C", "H", "H", "H", "C", "C", "H", "C", "H", "C", "H", "H", "C", "H", "H", "C", "H", "H"], "xyz": [[-0.368, -0.956, 2.074], [1.979, -0.628, 1.766], [0.350, 1.637, -0.526], [2.303, 1.484, 0.218], [0.049, -1.019, 1.009], [-1.137, -1.323, -1.126], [0.441, 2.718, 0.092], [-3.039, 0.744, -0.339], [-0.390, 0.996, 1.237], [1.418, -0.434, 0.798], [-0.991, -0.435, 0.131], [-2.186, -1.760, -1.180], [-2.266, 0.546, 0.378], [0.156, -2.151, 1.061], [-0.794, 1.012, 0.179], [-0.350, -1.942, -1.035], [3.041, -0.851, -0.623], [1.959, -0.598, -0.589], [1.287, -1.009, -1.475], [-1.227, -0.704, -1.930], [1.556, 0.823, -0.165], [0.204, 2.018, -1.728], [-2.709, 0.787, 1.327]], "smiles": "C[C@@]12C[C@H]3C[C@H]3C[C@H]1C2", "mol_weight_g_mol": 122.21, "homo_energy_ev": -9.027}

***

Of them, model w has the highest stability.

***

Model w:
{"formula": "C9H14", "method": "the ωB97M-V functional and the def2-TZVPD basis", "elements": ["C", "H", "H", "C", "C", "H", "C", "C", "H", "H", "C", "H", "H", "H", "H", "C", "H", "C", "H", "H", "H", "H", "C"], "xyz": [[-1.811, -0.124, 1.683], [0.084, 1.347, -0.895], [1.526, 0.130, 1.222], [0.525, -0.259, 1.090], [0.247, -1.154, 0.066], [-0.162, 2.851, -1.823], [1.262, -1.508, -0.980], [-0.496, 0.192, 1.935], [1.639, 2.140, -3.022], [2.215, -1.049, -0.736], [-1.067, -1.627, -0.044], [0.952, -1.077, -1.937], [2.586, 2.885, -1.675], [1.425, -2.575, -1.121], [2.276, 1.103, -1.886], [1.876, 2.115, -1.952], [-2.626, 0.294, 2.251], [0.535, 2.280, -1.207], [-1.249, -2.410, -0.765], [0.636, 2.864, -0.289], [-3.132, -1.277, 0.468], [-0.137, 0.803, 2.757], [-2.092, -1.065, 0.684]], "smiles": "Cc1ccccc1.CC", "mol_weight_g_mol": 122.21, "homo_energy_ev": -9.039}

***

Model x:
{"formula": "C9H14", "method": "the ωB97M-V functional and the def2-TZVPD basis", "elements": ["C", "H", "H", "C", "H", "H", "H", "H", "C", "H", "C", "C", "H", "H", "C", "H", "C", "C", "H", "C", "H", "H", "H"], "xyz": [[-1.238, 1.127, -0.349], [2.091, 1.164, -0.566], [0.326, -0.162, -1.307], [-2.465, 0.367, -0.823], [-0.483, 4.072, 1.150], [1.413, -2.492, 1.854], [1.574, 3.621, 0.218], [-2.556, 0.487, -1.906], [0.048, 0.707, -0.718], [-0.051, -2.411, 1.088], [1.090, 1.579, -0.428], [-0.403, 3.121, 0.647], [-2.449, 2.607, 0.705], [2.671, -2.321, 0.061], [1.763, -2.913, -0.146], [-2.383, -0.741, -0.786], [-1.495, 2.202, 0.469], [0.818, 2.846, 0.086], [2.305, -3.859, -0.298], [0.876, -3.003, 1.055], [-3.401, 0.537, -0.282], [1.382, -2.529, -1.103], [0.566, -4.004, 1.380]], "smiles": "Cc1ccccc1.CC", "mol_weight_g_mol": 122.21, "homo_energy_ev": -9.028}

***

Model y:
{"formula": "C9H14", "method": "the ωB97M-V functional and the def2-TZVPD basis", "elements": ["H", "C", "H", "H", "C", "C", "H", "H", "H", "C", "H", "C", "C", "H", "H", "H", "C", "H", "H", "H", "H", "C", "C"], "xyz": [[-4.590, 1.348, 1.451], [0.253, 0.516, -0.346], [2.609, -2.469, -1.165], [-2.478, -0.415, 1.935], [1.964, -1.570, -0.985], [-3.381, -0.384, 1.242], [3.243, -0.485, 0.098], [1.320, 2.311, 1.323], [-4.024, -0.971, 1.691], [2.341, -0.518, -0.164], [-1.358, -0.590, -1.410], [1.563, 0.578, 0.151], [2.021, 1.540, 1.059], [0.584, -2.151, -2.365], [2.903, 2.065, 0.626], [-3.117, -1.101, 0.409], [0.710, -1.358, -1.530], [-3.776, 1.104, -0.216], [-2.993, 1.944, 1.165], [2.486, 1.263, 2.080], [-0.445, 1.306, -0.170], [-0.223, -0.450, -1.184], [-3.642, 1.119, 0.850]], "smiles": "Cc1ccccc1.CC", "mol_weight_g_mol": 122.21, "homo_energy_ev": -8.737}

***

Model z:
{"formula": "C9H14", "method": "the ωB97M-V functional and the def2-TZVPD basis", "elements": ["H", "H", "H", "C", "H", "H", "H", "H", "H", "C", "H", "C", "H", "C", "C", "C", "C", "H", "H", "C", "C", "H", "H"], "xyz": [[1.678, 4.363, -1.898], [0.986, -1.219, 1.901], [2.075, 3.556, -0.411], [-1.838, -1.973, 0.274], [-3.362, -0.530, -0.349], [0.966, 2.402, -2.979], [0.339, 1.071, 1.232], [-2.416, -2.823, -0.063], [3.166, 3.354, -1.757], [-0.282, -3.525, 1.540], [-2.021, 1.321, 0.642], [2.111, 3.449, -1.498], [-0.801, -3.863, 2.447], [-0.739, -2.193, 1.061], [1.388, 2.186, -1.993], [-0.259, 0.235, 0.903], [0.063, -1.039, 1.360], [1.944, 1.259, -2.061], [-0.279, -4.213, 0.693], [-2.360, -0.680, 0.019], [-1.557, 0.369, 0.366], [0.477, 2.057, -1.402], [0.722, -3.564, 1.973]], "smiles": "Cc1ccccc1.CC", "mol_weight_g_mol": 122.21, "homo_energy_ev": -8.901}

***

Of them, model w has the highest stability.

***

Model w:
{"formula": "C9H14", "method": "the ωB97M-V functional and the def2-TZVPD basis", "elements": ["C", "H", "C", "C", "C", "H", "H", "C", "C", "H", "H", "H", "H", "C", "H", "C", "H", "H", "H", "C", "H", "H", "H"], "xyz": [[2.084, 1.107, -0.641], [1.294, -0.811, 1.975], [-2.783, 1.317, 2.236], [1.273, -0.446, 0.959], [1.990, 0.707, 0.682], [0.042, -1.009, -3.370], [2.797, 1.877, -0.915], [1.393, 0.413, -1.620], [0.696, -0.753, -1.313], [-2.754, -0.541, 1.091], [-0.991, -1.769, -2.115], [-2.430, 2.049, 1.508], [-3.466, 1.803, 2.943], [0.027, -1.535, -2.416], [1.278, 0.804, -2.620], [0.556, -1.165, 0.012], [-0.042, -2.030, 0.254], [2.592, 1.105, 1.490], [-4.116, -0.443, 2.176], [-3.462, 0.152, 1.536], [-1.913, 1.008, 2.825], [-4.177, 0.507, 0.784], [0.564, -2.465, -2.640]], "smiles": "Cc1ccccc1.CC", "mol_weight_g_mol": 122.21, "homo_energy_ev": -9.051}

***

Model x:
{"formula": "C9H14", "method": "the ωB97M-V functional and the def2-TZVPD basis", "elements": ["C", "H", "C", "C", "H", "H", "H", "H", "H", "C", "H", "H", "C", "H", "H", "H", "C", "C", "H", "H", "C", "C", "H"], "xyz": [[-0.295, 1.926, 1.782], [0.753, -1.729, 0.958], [1.373, 0.268, 1.568], [1.201, -0.795, -3.047], [0.724, 1.471, -2.830], [-2.280, 1.266, 1.384], [1.670, -0.793, -4.041], [2.420, 0.034, 1.740], [2.144, -0.976, -2.541], [-0.920, -0.368, 1.320], [0.580, -1.687, -2.883], [-0.007, 0.413, -1.737], [0.396, 0.447, -2.768], [-0.640, 2.854, 2.211], [-1.915, -2.204, 2.248], [-0.587, 0.409, -3.276], [-1.259, 0.952, 1.521], [0.451, -0.735, 1.289], [1.663, 2.480, 1.981], [-2.939, -1.158, 1.297], [-1.910, -1.486, 1.426], [1.071, 1.588, 1.835], [-1.695, -2.176, 0.561]], "smiles": "Cc1ccccc1.CC", "mol_weight_g_mol": 122.21, "homo_energy_ev": -8.907}

***

Model y:
{"formula": "C9H14", "method": "the ωB97M-V functional and the def2-TZVPD basis", "elements": ["C", "C", "H", "H", "C", "C", "C", "H", "H", "H", "H", "C", "C", "H", "H", "H", "H", "H", "C", "C", "H", "H", "H"], "xyz": [[-0.470, -2.073, 0.620], [-1.375, 0.117, -0.796], [3.252, 0.226, 0.496], [2.852, 3.041, 1.545], [2.463, 2.158, 1.052], [-1.737, -0.075, 0.532], [-1.329, -1.196, 1.248], [0.434, -2.688, -1.158], [4.391, 1.501, 0.171], [-1.298, 1.668, -2.251], [-2.495, 0.588, 0.933], [-0.463, -0.752, -1.402], [0.030, -1.811, -0.659], [4.004, 0.863, 1.856], [-1.741, -1.351, 2.236], [-2.892, 0.748, -2.128], [-2.476, 2.000, -1.002], [1.697, 1.653, 1.637], [-2.048, 1.205, -1.610], [3.634, 1.181, 0.880], [-0.141, -0.515, -2.408], [2.016, 2.414, 0.092], [-0.118, -2.988, 1.080]], "smiles": "Cc1ccccc1.CC", "mol_weight_g_mol": 122.21, "homo_energy_ev": -9.040}

***

Model z:
{"formula": "C9H14", "method": "the ωB97M-V functional and the def2-TZVPD basis", "elements": ["C", "C", "C", "C", "H", "H", "H", "C", "H", "C", "H", "H", "H", "H", "H", "C", "H", "H", "C", "C", "H", "H", "H"], "xyz": [[1.544, -3.121, 1.245], [-0.547, 0.571, 0.499], [0.815, 0.572, 0.788], [1.476, -0.610, 1.067], [2.212, -3.330, 0.405], [-2.250, 3.277, -1.665], [0.380, 3.046, -3.169], [-1.740, 2.911, -2.561], [2.252, -3.006, 2.076], [-0.571, -1.801, 0.833], [-2.159, 1.923, -2.742], [-2.319, -0.647, 0.486], [0.048, 3.638, -1.563], [-1.081, -2.759, 0.906], [-2.046, 3.605, -3.339], [0.804, -1.835, 1.029], [2.540, -0.529, 1.291], [0.038, 1.889, -1.899], [-0.231, 2.874, -2.284], [-1.246, -0.621, 0.591], [1.384, 1.498, 0.799], [0.878, -3.973, 1.385], [-1.041, 1.468, 0.159]], "smiles": "Cc1ccccc1.CC", "mol_weight_g_mol": 122.21, "homo_energy_ev": -8.985}

***

Of them, model z has the highest stability.